[1]
The following is a DFT calculation (ωB97M-V/def2-TZVPD) of a molecular structure, C17H5BrF7N4S2Se2Y in a non-equilibrium geometry.

Element x y z (Å)
Y 12.865 6.263 14.502
S 13.059 5.751 17.272
C 14.791 6.042 17.589
C 15.138 6.121 18.953
N 15.478 6.131 20.061
C 15.779 6.143 16.653
S 15.612 5.980 14.905
C 17.142 6.337 17.079
N 18.248 6.521 17.363
Br 12.069 8.902 15.135
F 13.305 4.246 12.905
C 12.333 3.933 13.971
F 11.527 2.916 13.469
H 12.986 3.422 14.728
F 12.549 4.939 6.546
C 12.354 5.496 7.744
C 11.926 4.733 8.812
F 11.624 3.441 8.619
C 11.747 5.284 10.076
F 11.251 4.484 11.027
C 11.985 6.632 10.340
Se 11.835 7.607 11.995
C 12.402 7.363 9.247
F 12.681 8.682 9.368
C 12.602 6.837 7.993
F 13.020 7.630 7.015
Se 9.282 5.476 13.308
N 10.117 6.017 14.777
C 9.206 6.598 15.562
C 9.436 7.002 16.904
C 8.403 7.484 17.636
C 7.116 7.632 17.053
C 6.822 7.292 15.789
C 7.871 6.705 14.975
N 7.724 6.138 13.785
H 10.429 6.953 17.331
H 8.566 7.789 18.661
H 6.340 8.107 17.652
H 5.837 7.396 15.364

## Properties
HOMO energy (eV): -2.39
ΔE to the lowest compared entry with this formula, charge and spin (kJ/mol): 0.0
Net charge: -2



[2]
The following is a DFT calculation (ωB97M-V/def2-TZVPD) of 13 unconnected molecules or ions with the total composition C17H60N6O13 in a non-equilibrium geometry.

Element x y z (Å)
C 4.855 18.893 13.245
C 4.462 17.494 12.991
O 4.560 17.341 11.597
H 5.879 19.013 12.932
H 4.847 19.049 14.281
H 4.187 19.623 12.800
H 3.429 17.165 13.300
H 5.110 16.898 13.522
H 3.950 16.666 11.320
C 10.483 22.793 9.273
C 10.981 21.396 8.992
O 10.338 20.833 7.898
H 11.171 23.323 9.991
H 9.500 22.741 9.755
H 10.513 23.435 8.367
H 10.859 20.734 9.863
H 12.025 21.337 8.725
H 10.766 20.002 7.696
C 5.599 17.610 8.708
C 5.978 19.004 9.171
O 5.374 19.958 8.416
H 5.876 16.831 9.417
H 6.158 17.354 7.824
H 4.512 17.411 8.586
H 7.041 19.162 9.027
H 5.599 19.009 10.153
H 4.421 19.826 8.419
C 4.992 22.509 10.869
C 3.682 21.727 10.824
O 2.725 22.525 10.172
H 5.638 22.063 10.088
H 5.416 22.366 11.821
H 4.930 23.610 10.689
H 3.255 21.526 11.801
H 3.686 20.692 10.441
H 1.866 22.083 10.185
C 7.666 22.211 6.550
O 8.632 23.246 6.359
N 7.682 21.470 7.639
N 6.545 22.167 5.902
H 8.468 21.435 8.302
H 6.922 20.900 7.905
H 6.420 22.861 5.162
H 5.998 21.316 5.669
C 7.967 16.871 12.746
O 7.933 17.894 13.621
N 7.074 16.604 11.860
N 8.989 16.090 12.738
H 6.129 17.062 11.938
H 7.119 16.078 11.040
H 9.651 16.043 13.546
H 8.928 15.221 12.172
C 11.617 18.112 11.553
O 10.674 19.089 11.442
N 11.375 16.880 11.811
N 12.841 18.373 11.208
H 10.299 16.751 11.960
H 11.998 16.178 12.294
H 13.074 19.298 10.837
H 13.435 18.293 12.058
C 7.852 21.336 15.352
O 6.853 21.032 14.351
H 8.692 21.724 14.836
H 8.010 20.397 15.793
H 7.637 22.008 16.186
H 7.285 20.347 13.817
C 12.259 21.518 12.483
O 13.249 22.224 13.157
H 12.020 21.921 11.550
H 11.291 21.478 13.038
H 12.558 20.484 12.326
H 12.840 22.952 13.578
C 7.563 24.664 9.323
O 6.248 25.012 8.897
H 8.309 24.426 8.571
H 7.490 23.758 9.870
H 7.879 25.467 10.002
H 5.890 24.184 8.457
C 9.196 17.148 9.186
O 8.642 16.562 8.021
H 8.736 16.890 10.067
H 9.253 18.228 9.028
H 10.199 16.880 9.383
H 8.637 17.207 7.346
C 7.766 23.985 12.891
O 8.806 23.298 12.296
H 6.839 23.479 12.743
H 7.661 24.859 12.303
H 7.898 24.126 13.953
H 8.709 22.340 12.396
C 7.846 20.490 11.538
O 8.837 20.507 12.508
H 6.861 20.799 11.859
H 7.857 19.493 11.086
H 8.012 21.157 10.684
H 9.630 19.994 12.204

## Properties
HOMO energy (eV): -8.30
ΔE to the lowest compared entry with this formula, charge and spin (kJ/mol): 149.5



[3]
The following is a DFT calculation (ωB97M-V/def2-TZVPD) of 14 unconnected molecules or ions with the total composition C17H62O17 in a non-equilibrium geometry.

Element x y z (Å)
C 3.260 2.362 -1.674
C 3.116 2.437 -0.160
O 1.940 3.146 0.268
O 3.452 3.571 -2.258
H 2.429 1.821 -2.127
H 4.082 1.720 -1.992
H 4.064 2.708 0.304
H 3.035 1.433 0.256
H 2.043 3.105 1.221
H 3.291 3.469 -3.199
C 1.775 -2.124 3.437
C 2.749 -1.153 2.737
O 2.616 -1.163 1.348
O 2.109 -3.488 3.129
H 0.775 -1.890 3.073
H 1.813 -1.904 4.504
H 3.779 -1.247 3.081
H 2.495 -0.172 3.138
H 1.793 -0.737 1.100
H 1.880 -3.627 2.207
C -3.343 -2.925 -0.734
C -4.351 -2.746 0.441
O -4.771 -1.423 0.585
O -3.982 -2.771 -2.006
H -2.850 -3.897 -0.729
H -2.533 -2.204 -0.625
H -3.823 -2.978 1.366
H -5.155 -3.473 0.333
H -4.065 -0.924 1.002
H -3.295 -2.864 -2.669
C -3.416 4.410 0.870
O -2.206 3.699 0.961
H -3.154 5.377 1.298
H -3.838 4.601 -0.117
H -4.159 3.918 1.499
H -1.518 4.262 0.600
C -2.741 0.384 -2.638
O -3.297 0.959 -3.789
H -1.797 0.883 -2.419
H -3.384 0.551 -1.774
H -2.619 -0.692 -2.765
H -2.541 1.168 -4.343
C 0.488 2.708 3.261
O 1.816 3.094 3.125
H -0.207 3.127 2.534
H 0.539 1.647 3.017
H 0.107 2.883 4.268
H 2.252 3.181 3.976
C 1.504 0.080 -4.564
O 0.401 0.063 -3.748
H 1.334 -0.742 -5.259
H 1.608 1.012 -5.120
H 2.384 -0.147 -3.963
H -0.336 0.464 -4.213
C 1.889 -3.222 -1.454
O 1.629 -4.548 -1.863
H 1.984 -2.591 -2.338
H 1.193 -2.773 -0.745
H 2.834 -3.166 -0.914
H 1.379 -5.035 -1.075
C 0.064 0.425 -0.303
O 0.147 -0.198 0.959
H 1.028 0.509 -0.805
H -0.565 -0.215 -0.922
H -0.447 1.387 -0.267
H -0.714 -0.308 1.370
C 5.337 -1.419 -0.712
O 5.269 -1.253 0.711
H 6.342 -1.320 -1.122
H 4.947 -2.402 -0.977
H 4.658 -0.749 -1.238
H 4.350 -1.231 0.985
C -1.585 -2.632 4.920
O -1.478 -1.198 5.172
H -0.613 -3.093 5.098
H -2.336 -2.969 5.634
H -1.823 -2.798 3.869
H -1.596 -1.080 6.118
C -0.191 4.821 -1.503
O -0.160 5.124 -0.118
H -0.925 5.427 -2.034
H 0.783 5.010 -1.954
H -0.508 3.781 -1.575
H 0.587 4.711 0.323
C -2.576 0.849 2.773
O -2.324 -0.537 2.791
H -2.728 1.175 3.802
H -1.705 1.383 2.392
H -3.489 1.081 2.225
H -2.031 -0.753 3.680
C -1.086 -2.950 -4.466
O -2.197 -3.664 -3.878
H -1.401 -2.246 -5.237
H -0.485 -2.443 -3.712
H -0.478 -3.587 -5.108
H -2.528 -4.256 -4.557

## Properties
HOMO energy (eV): -9.57
ΔE to the lowest compared entry with this formula, charge and spin (kJ/mol): 175.4



[4]
The following is a DFT calculation (ωB97M-V/def2-TZVPD) of 17 unconnected molecules or ions with the total composition C17H68O17 in a non-equilibrium geometry.

Element x y z (Å)
C 4.637 2.283 -0.499
O 4.057 1.013 -0.816
H 3.962 2.826 0.106
H 5.545 1.940 0.004
H 4.910 2.973 -1.350
H 3.139 1.142 -0.616
C 2.794 0.646 4.017
O 2.813 0.506 2.598
H 2.768 -0.316 4.528
H 3.631 1.312 4.357
H 1.930 1.271 4.291
H 2.628 -0.451 2.457
C -2.497 -0.684 3.062
O -2.172 -0.953 4.457
H -3.141 -1.363 2.569
H -2.967 0.297 3.016
H -1.603 -0.698 2.440
H -2.909 -1.428 4.908
C 2.859 -4.252 -0.844
O 2.248 -2.995 -0.500
H 2.878 -4.483 -1.886
H 3.986 -4.126 -0.614
H 2.424 -5.090 -0.252
H 1.588 -2.705 -1.087
C 1.490 -0.949 -3.354
O 0.796 -2.021 -2.676
H 0.973 -0.007 -3.055
H 2.512 -0.854 -3.080
H 1.427 -1.193 -4.459
H -0.157 -1.757 -2.575
C 1.413 3.013 -2.972
O 0.148 2.398 -2.807
H 2.021 2.307 -3.503
H 1.441 3.952 -3.577
H 1.851 3.299 -2.002
H -0.366 2.854 -2.099
C 5.808 -0.702 -3.131
O 5.650 -1.168 -1.786
H 6.008 -1.567 -3.730
H 4.844 -0.279 -3.526
H 6.530 0.087 -3.179
H 5.086 -0.558 -1.299
C -6.611 2.197 2.006
O -5.389 1.520 1.805
H -7.054 2.374 1.056
H -7.240 1.590 2.676
H -6.501 3.128 2.574
H -5.478 0.631 1.460
C -2.105 -1.543 -0.413
O -2.869 -1.560 -1.636
H -2.527 -2.314 0.250
H -1.047 -1.735 -0.661
H -2.242 -0.549 0.101
H -2.458 -0.794 -2.184
C 2.041 -3.235 3.100
O 2.034 -2.237 2.123
H 1.577 -4.205 2.759
H 3.043 -3.437 3.464
H 1.500 -2.909 3.997
H 2.358 -2.656 1.306
C -2.053 0.475 -4.361
O -1.441 0.171 -3.085
H -1.341 0.798 -5.126
H -2.641 -0.337 -4.706
H -2.674 1.358 -4.209
H -0.853 0.955 -2.843
C -6.162 -3.675 -1.668
O -5.278 -2.937 -0.788
H -7.132 -3.133 -1.799
H -5.582 -3.872 -2.572
H -6.387 -4.659 -1.286
H -4.555 -2.433 -1.254
C 0.355 1.007 0.280
O 1.550 1.792 0.355
H 0.054 0.595 1.223
H -0.460 1.551 -0.150
H 0.622 0.201 -0.306
H 1.961 1.498 1.221
C -5.768 -2.079 2.646
O -5.595 -1.223 1.475
H -6.081 -1.363 3.435
H -6.588 -2.815 2.560
H -4.823 -2.688 2.885
H -5.561 -1.772 0.681
C -2.761 3.577 2.768
O -3.149 3.756 1.396
H -3.310 4.331 3.365
H -2.984 2.592 3.212
H -1.681 3.775 2.958
H -3.901 3.189 1.275
C -1.315 5.065 -1.216
O -1.432 3.643 -1.086
H -1.276 5.546 -0.219
H -0.477 5.212 -1.884
H -2.229 5.450 -1.703
H -2.072 3.426 -0.445
C 8.851 -0.865 0.707
O 7.770 -0.057 0.310
H 9.782 -0.415 0.396
H 8.836 -0.968 1.836
H 8.745 -1.801 0.259
H 7.022 -0.658 0.147

## Properties
HOMO energy (eV): -9.57
ΔE to the lowest compared entry with this formula, charge and spin (kJ/mol): 58.3